(1)
Below is a cluster of 2 separate species, C9H14O in total in a non-equilibrium geometry, with properties calculated with wB97M-V/def2-TZVPD.

Structure (XYZ):
```
24
Properties=species:S:1:pos:R:3
C 2.63877 -0.20249 -2.07334
C 1.60775 0.90934 -2.12985
H 3.63434 0.22656 -1.90978
H 2.52629 -0.92846 -1.26792
H 2.70167 -0.74165 -3.01588
H 0.63891 0.52760 -2.44917
H 1.54738 1.29055 -1.11227
H 1.90847 1.74032 -2.76274
C -0.42068 2.21886 0.86741
C -1.63696 0.20830 -0.00838
C -0.74660 0.76067 0.94259
C -1.98211 -1.12249 0.05994
C -0.33918 -0.03958 2.00510
C -1.50929 -1.92160 1.10313
C -0.68294 -1.38588 2.07907
O -2.14149 -3.13163 1.20851
H -2.06327 0.84025 -0.77467
H -2.66297 -1.63813 -0.60157
H 0.59095 2.35190 0.48868
H -0.57513 2.83438 1.75093
H 0.27458 0.38336 2.78839
H -0.50783 -2.01624 2.93875
H -1.64570 -3.81509 1.69397
H -1.15495 2.65115 0.17909
```

Calculated values
* energy: -426.55680 a.u.
* frontier orbital gap: 9.233 eV
* spin multiplicity: 1
* HOMO energy: -8.39 eV
* net charge: 0
* LUMO energy: 0.84 eV
* structure (SMILES): Cc1ccc(O)cc1.CC
* molar mass: 138.210 g/mol

(2)
Below is a cluster of 2 separate species, C9H14O in total in a non-equilibrium geometry, with properties calculated with wB97M-V/def2-TZVPD.

Structure (XYZ):
```
24
Properties=species:S:1:pos:R:3
C -2.63094 -1.47174 0.82167
C -3.54756 -2.66076 1.12851
H -2.23695 -1.05464 1.75212
H -1.78506 -1.86518 0.31547
H -3.13691 -0.69567 0.26103
H -3.86346 -3.07175 0.16022
H -4.46941 -2.38278 1.63655
H -3.04758 -3.50677 1.59046
C 1.80175 1.97910 -2.70850
C 0.99476 0.26583 -1.12977
C 1.76338 1.42960 -1.31507
C 0.71479 -0.18684 0.16122
C 2.24308 2.09962 -0.20615
C 1.33718 0.43571 1.22105
C 2.09348 1.58505 1.08370
O 1.17377 -0.03638 2.50979
H 0.47231 -0.16172 -1.97490
H 0.12815 -1.09074 0.14864
H 1.58550 3.03226 -2.84561
H 1.20157 1.37954 -3.38647
H 2.69662 3.05976 -0.43724
H 2.66394 1.97865 1.90794
H 1.06504 -0.97586 2.51409
H 2.78257 1.91571 -3.20874
```

Calculated values
* energy: -426.54916 a.u.
* frontier orbital gap: 9.337 eV
* spin multiplicity: 1
* HOMO energy: -8.49 eV
* net charge: 0
* LUMO energy: 0.85 eV
* structure (SMILES): Cc1ccc(O)cc1.CC
* molar mass: 138.210 g/mol